ORCA calculation (ωB97M-V/def2-TZVPD) on a cluster of 10 separate species, C83H68F8O15S4 in total at a distorted geometry.

```
! wB97M-V def2-TZVPD RIJCOSX def2/J DEFGRID3
* xyz 0 1
C -28.16940 -10.51816 5.98944
C -28.84240 -10.56190 4.58948
C -28.91313 -12.06604 4.08086
F -29.60442 -12.10748 2.94777
F -27.65579 -12.44086 3.84995
F -30.11292 -10.07190 4.66151
F -28.14474 -9.90115 3.63335
O -27.47150 -9.26738 6.24883
C -28.29636 -8.16744 6.67032
C -27.29273 -7.12575 7.12369
F -26.40881 -7.68736 7.93775
F -26.72887 -6.44534 6.16049
F -29.02380 -7.83464 5.60536
F -29.13675 -8.61598 7.62772
H -27.40877 -11.28848 6.11649
H -28.87152 -10.60721 6.81842
H -29.42869 -12.73889 4.76611
H -27.82283 -6.40855 7.75037
C -28.64651 -4.08272 4.84209
S -27.44326 -3.04943 5.78426
O -26.86590 -3.82453 6.98916
C -26.04204 -3.17650 4.58835
H -28.16468 -4.98189 4.45810
H -29.09948 -3.44057 4.08674
H -29.48316 -4.46444 5.42724
H -25.15213 -2.60016 4.84134
H -26.37858 -3.05975 3.55820
H -25.69248 -4.20735 4.53140
C -24.23702 -5.61852 9.00352
S -23.29909 -5.98267 7.47208
O -21.84784 -5.56978 7.78202
C -23.49241 -7.83865 7.61393
H -25.00587 -6.37257 9.17197
H -24.69039 -4.65111 8.78743
H -23.58308 -5.47889 9.86431
H -23.57227 -8.22190 8.63121
H -22.57259 -8.33204 7.29993
H -24.34558 -8.24755 7.07264
C -29.19878 -3.52332 9.58607
S -28.08616 -4.16349 10.92627
O -27.91044 -5.61787 10.53664
C -26.59071 -3.24356 10.40462
H -28.96374 -3.94560 8.60906
H -29.13922 -2.43524 9.56079
H -30.22775 -3.84675 9.74326
H -26.60029 -2.20029 10.72022
H -26.49684 -3.34489 9.32341
H -25.64289 -3.43420 10.90802
C -31.63496 -14.27953 9.52635
S -30.51929 -13.04682 8.77521
O -31.09351 -12.48101 7.47877
C -30.51359 -11.72195 10.05373
H -32.48567 -13.68129 9.85270
H -31.13890 -14.77853 10.35883
H -32.04036 -14.97574 8.79216
H -29.97323 -10.81979 9.76699
H -30.03667 -12.04647 10.97857
H -31.48678 -11.37486 10.40091
C -19.95731 -13.70855 0.69362
C -20.58426 -12.44609 0.68898
C -21.94054 -12.36894 0.71718
C -22.75202 -13.47476 0.77457
C -22.16161 -14.74503 0.74367
C -20.77745 -14.90842 0.65313
C -23.01562 -16.03287 0.76621
O -22.51521 -17.18501 0.75622
C -24.45761 -15.76266 1.16527
C -25.24137 -16.88306 1.71010
C -26.53678 -16.62543 2.12872
C -27.16610 -15.33662 1.99514
C -26.41019 -14.30290 1.57978
C -25.06740 -14.48853 1.23582
C -24.28489 -13.26509 0.82420
O -24.78796 -12.15940 0.66428
H -18.88031 -13.65568 0.63303
H -20.02583 -11.55122 0.45707
H -22.42313 -11.40393 0.66971
H -20.38571 -15.90364 0.50317
H -24.73289 -17.83586 1.71286
H -27.08434 -17.44205 2.57558
H -28.20308 -15.20380 2.26612
H -26.85671 -13.32120 1.52251
C -33.90063 -11.59920 7.17608
C -33.21134 -10.56982 6.66323
C -33.44206 -9.29826 7.06843
C -34.44718 -8.92537 7.98068
C -35.16184 -9.98108 8.53806
C -34.95974 -11.30913 8.03604
C -36.13166 -9.79273 9.64792
O -36.75226 -10.70473 10.20511
C -36.24560 -8.39038 10.22493
C -37.07269 -8.10849 11.34588
C -37.20303 -6.81853 11.75485
C -36.46973 -5.74727 11.18881
C -35.63670 -6.04202 10.11773
C -35.62097 -7.33128 9.57116
C -34.70905 -7.54494 8.39064
O -34.17184 -6.59613 7.75468
H -33.65884 -12.64258 7.03712
H -32.40657 -10.71697 5.95818
H -32.84540 -8.55765 6.55668
H -35.55389 -12.07343 8.51481
H -37.67126 -8.87834 11.81005
H -37.83502 -6.63941 12.61211
H -36.62029 -4.73139 11.52305
H -35.15604 -5.21396 9.61805
C -27.97405 -15.22396 -5.49266
C -27.99538 -14.11990 -6.34761
C -28.23323 -12.83790 -5.95240
C -28.61442 -12.62289 -4.57294
C -28.45142 -13.68983 -3.62615
C -28.12620 -14.94078 -4.11404
C -28.73178 -13.45129 -2.18019
O -28.55037 -14.34694 -1.34186
C -29.24775 -12.10427 -1.72381
C -29.66483 -11.90857 -0.41263
C -29.99252 -10.64224 -0.00555
C -30.10271 -9.53951 -0.86953
C -29.72057 -9.77943 -2.19255
C -29.29476 -11.04532 -2.66290
C -29.02313 -11.24151 -4.06615
O -29.10648 -10.29726 -4.83376
H -27.73637 -16.24158 -5.76537
H -27.84816 -14.25599 -7.40884
H -28.23361 -12.18825 -6.81515
H -27.85655 -15.72564 -3.42288
H -29.68276 -12.67008 0.35300
H -30.20770 -10.72899 1.04923
H -30.30180 -8.51186 -0.60362
H -29.87797 -8.89841 -2.79706
C -19.20195 -16.80071 3.39606
C -20.37182 -17.45666 3.43194
C -21.55822 -16.83148 3.66141
C -21.58571 -15.44212 3.89803
C -20.35282 -14.78090 4.01773
C -19.14773 -15.48998 3.73857
C -20.31701 -13.31510 4.44497
O -19.23626 -12.71978 4.54560
C -21.64451 -12.60494 4.68287
C -21.82462 -11.24035 5.09184
C -23.01372 -10.64908 5.28155
C -24.19807 -11.40010 5.18795
C -24.09652 -12.71073 4.77846
C -22.90037 -13.32388 4.49392
C -22.90159 -14.78424 4.15221
O -23.94902 -15.48318 4.17994
H -18.28953 -17.30944 3.12201
H -20.34516 -18.53279 3.34461
H -22.45623 -17.42571 3.57851
H -18.18385 -15.03239 3.57140
H -20.89593 -10.70447 5.22133
H -23.12274 -9.60562 5.53791
H -25.19127 -11.00933 5.35300
H -25.04918 -13.19496 4.62233
C -27.83421 -16.92109 8.96045
C -27.62796 -16.32301 7.73165
C -27.12359 -15.03602 7.66012
C -27.08887 -14.24610 8.78370
C -27.51210 -14.77881 10.05156
C -27.78657 -16.18826 10.10845
C -27.58350 -13.93111 11.21266
O -28.11169 -14.35827 12.25114
C -27.11622 -12.46714 11.06218
C -27.34077 -11.53468 12.11749
C -26.97931 -10.20584 12.01119
C -26.33283 -9.83346 10.81305
C -26.21313 -10.66725 9.78684
C -26.60057 -11.98178 9.90974
C -26.53139 -12.84359 8.68216
O -26.04408 -12.38909 7.58904
H -28.06631 -17.95054 9.19014
H -27.81160 -16.64637 6.71769
H -26.97905 -14.56597 6.69858
H -27.95211 -16.56296 11.10775
H -27.78932 -11.80971 13.06066
H -27.01776 -9.46548 12.79655
H -25.89840 -8.84560 10.77060
H -25.61755 -10.34719 8.94468
*
```

Values from the calculation:
**DFT total energy**: -6723.72890 hartree
**LUMO**: -1.637 eV